(1)
A cluster of 2 separate species, C2H7O2 in total in a non-equilibrium geometry. Source: the OMol25 dataset; level of theory: ωB97M-V with the def2-TZVPD basis set.

CARTESIAN COORDINATES (ANGSTROEM)
C: 0.8493 0.7081 -0.0994
O: 1.0839 -0.3690 -0.9036
C: -0.5907 0.8930 0.4433
H: 1.1378 1.6994 -0.5222
H: 1.5067 0.6100 0.8019
H: -0.9385 -0.0820 0.7869
H: -1.3078 1.1263 -0.3582
H: -0.7288 1.7083 1.1564
H: 0.0512 -1.4394 -0.7870
H: -0.3484 -2.7056 0.0801
O: -0.7148 -2.1491 -0.5982

Calculated values
E_LUMO ... 0.1733 Eh
Kohn-Sham gap ... 7.651 eV
DFT total energy ... -6282.525 eV
HOMO energy ... -2.93 eV
Charge ... -1

natural (NBO) population analysis, charges in e, atoms 1 to 2: atom 1 (C): -0.01, atom 2 (O): -0.93



(2)
An isolated molecule of C2H7O2PS2 in a non-equilibrium geometry. Source: the OMol25 dataset; level of theory: ωB97M-V with the def2-TZVPD basis set.

CARTESIAN COORDINATES (ANGSTROEM)
C: -0.2838 0.7360 2.4342
O: 0.7040 1.1733 1.5629
C: 1.4347 0.1776 0.9946
S: 0.7871 -0.7720 -0.9166
P: 0.0450 -0.5426 -3.0333
O: -0.4802 -2.0064 -3.2181
S: -1.8243 0.5088 -2.8435
H: -1.1836 0.7127 1.9459
H: -0.2690 1.4583 3.3237
H: -0.1730 -0.2939 2.8428
H: 1.1385 -0.7873 1.5307
H: 2.4509 0.5306 0.8759
H: -0.9485 -2.6270 -2.6245
H: -1.3977 1.7317 -2.8747

Calculated values
E_LUMO ... -0.0104 Eh
Kohn-Sham gap ... 7.897 eV
SMILES string ... COCSP(O)S
DFT total energy ... -37239.875 eV
HOMO energy ... -8.18 eV
Charge ... 0

natural (NBO) population analysis, charges in e, atoms 1 to 2: atom 1 (C): -0.25, atom 2 (O): -0.50



(3)
An isolated molecule of C2H7O4P in a non-equilibrium geometry. Source: the OMol25 dataset; level of theory: ωB97M-V with the def2-TZVPD basis set.

CARTESIAN COORDINATES (ANGSTROEM)
C: 2.2878 -0.5617 0.0750
O: 1.6349 0.6328 -0.4209
P: -0.4502 0.6566 -0.0708
O: -0.6150 2.2345 -0.2175
O: -0.3843 0.1726 1.4671
C: -2.0222 0.0103 -0.6816
O: -2.3224 -1.2160 -0.0670
H: 2.3008 -0.3191 1.2015
H: 3.2935 -0.5098 -0.5140
H: 1.7871 -1.4311 -0.2375
H: 0.0262 2.7148 0.2599
H: -1.1909 -0.4345 1.5539
H: -2.0744 0.0190 -1.7369
H: -2.2710 -1.9687 -0.6112

Calculated values
E_LUMO (spin up / spin down) ... 0.0033 / 0.0033 Eh
Kohn-Sham gap (spin up / spin down) ... 8.157 / 8.157 eV
SMILES string ... COP(O)(O)=CO
DFT total energy ... -19663.743 eV
HOMO energy (spin up / spin down) ... -8.07 / -8.07 eV
Charge ... 0

natural (NBO) population analysis, charges in e, atoms 1 to 2: atom 1 (C): -0.27, atom 2 (O): -0.79



(4)
A cluster of 2 separate species, C2H7OP in total in a non-equilibrium geometry. Source: the OMol25 dataset; level of theory: ωB97M-V with the def2-TZVPD basis set.

CARTESIAN COORDINATES (ANGSTROEM)
O: 0.6815 0.2223 -1.4222
P: -0.1693 1.0433 -2.3065
H: 0.6326 1.8274 -3.3327
H: -1.0354 0.1372 -3.0346
H: -0.7832 2.1527 -1.7038
C: 0.3695 -0.7789 2.6014
C: -0.1388 -1.0247 1.3888
H: 0.3756 -1.5266 3.4226
H: 0.9555 0.1641 2.7181
H: -0.6214 -1.9021 1.1328
H: -0.2665 -0.3149 0.5361

Calculated values
E_LUMO ... 0.0233 Eh
Kohn-Sham gap ... 10.215 eV
SMILES string ... O=[PH3].C=C
DFT total energy ... -13521.767 eV
HOMO energy ... -9.58 eV
Charge ... 0

natural (NBO) population analysis, charges in e, atoms 1 to 2: atom 1 (O): -1.09, atom 2 (P): 1.28



(5)
A cluster of 2 separate species, C2H7OP in total in a non-equilibrium geometry. Source: the OMol25 dataset; level of theory: ωB97M-V with the def2-TZVPD basis set.

CARTESIAN COORDINATES (ANGSTROEM)
C: 0.2562 1.3589 0.7580
C: -0.9186 -1.0487 -0.4461
O: -0.8755 1.3693 -1.7745
P: -0.0780 0.5024 -0.9520
H: 0.6517 0.6819 1.4347
H: 0.8114 2.2763 0.7034
H: -0.6988 1.4988 1.1350
H: -1.7256 -1.3357 -1.0756
H: -0.2545 -1.8859 -0.4399
H: -1.3691 -0.6599 0.4619
H: 3.1900 -0.3283 -1.4486

Calculated values
E_LUMO (spin up / spin down) ... -0.0313 / -0.0016 Eh
Kohn-Sham gap (spin up / spin down) ... 9.451 / 8.164 eV
DFT total energy ... -13519.980 eV
HOMO energy (spin up / spin down) ... -10.30 / -8.21 eV
Charge ... 0

natural (NBO) population analysis, charges in e, atoms 1 to 2: atom 1 (C): -0.93, atom 2 (C): -1.00



(6)
An isolated molecule of C2H7OPS in a non-equilibrium geometry. Source: the OMol25 dataset; level of theory: ωB97M-V with the def2-TZVPD basis set.

CARTESIAN COORDINATES (ANGSTROEM)
C: 1.6286 0.5879 -1.2910
O: 0.7422 -0.4945 -0.9926
P: -0.9976 -0.5105 -0.9899
C: -1.6674 -1.3224 0.5336
S: -1.7749 -1.1779 -2.6437
H: 0.9322 1.4028 -1.3188
H: 2.2335 0.4903 -2.1384
H: 2.2186 0.7855 -0.3956
H: -1.1903 0.8746 -0.5464
H: -1.2050 -2.2345 0.8180
H: -1.4926 -0.5942 1.4648
H: -2.6802 -1.5421 0.2243

Calculated values
E_LUMO ... 0.0313 Eh
Kohn-Sham gap ... 9.855 eV
SMILES string ... CO[P@H](C)=S
DFT total energy ... -24358.734 eV
HOMO energy ... -9.00 eV
Charge ... 0

natural (NBO) population analysis, charges in e, atoms 1 to 2: atom 1 (C): -0.22, atom 2 (O): -0.82



(7)
A structure of composition C2H7OPS in a non-equilibrium geometry. Source: the OMol25 dataset; level of theory: ωB97M-V with the def2-TZVPD basis set.

CARTESIAN COORDINATES (ANGSTROEM)
C: -0.9046 0.5956 1.5437
C: 0.9167 0.2890 -1.6311
O: -0.4968 -0.4802 0.7574
P: -0.6581 -0.5437 -0.8076
S: -2.1451 1.7693 -1.0404
H: -1.2982 0.1454 2.4361
H: -1.8372 0.9698 0.8760
H: -0.1510 1.3197 1.8074
H: 0.8406 1.3535 -1.4371
H: 1.8096 -0.2495 -1.1684
H: 0.5390 0.0668 -2.5647
H: -0.1664 -1.8541 -0.8458

Calculated values
E_LUMO (spin up / spin down) ... -0.0658 / -0.0726 Eh
Kohn-Sham gap (spin up / spin down) ... 6.607 / 6.701 eV
DFT total energy ... -24355.111 eV
HOMO energy (spin up / spin down) ... -8.40 / -8.68 eV
Charge ... 0

natural (NBO) population analysis, charges in e, atoms 1 to 2: atom 1 (C): -0.26, atom 2 (C): -0.90



(8)
A cluster of 2 separate species, C2H7OS in total in a non-equilibrium geometry. Source: the OMol25 dataset; level of theory: ωB97M-V with the def2-TZVPD basis set.

CARTESIAN COORDINATES (ANGSTROEM)
C: -0.5661 -0.4548 -1.3248
C: -0.8173 0.8823 -0.5734
S: 0.4088 1.2566 0.6929
H: 0.3955 -0.3019 -1.8169
H: -0.6215 -1.2646 -0.6072
H: -1.3222 -0.5144 -2.1140
H: -0.9370 1.6903 -1.3107
H: -1.8164 0.8109 -0.1169
H: 1.1138 -0.3645 2.0777
H: 2.5339 -0.6983 2.4847
O: 1.6285 -1.0416 2.6086

Calculated values
E_LUMO ... 0.1564 Eh
Kohn-Sham gap ... 6.851 eV
DFT total energy ... -15071.268 eV
HOMO energy ... -2.60 eV
Charge ... -1

natural (NBO) population analysis, charges in e, atoms 1 to 2: atom 1 (C): -0.62, atom 2 (C): -0.51



Which value of DFT total energy does entry 8 give? -15071.268 eV



Look up the DFT total energy of the fifth one. -13519.980 eV



What is the formula in the first record? C2H7O2